{"formula": "C2H8N2S", "method": "ωB97M-V with the def2-TZVPD basis set", "symbols": ["H", "C", "N", "H", "H", "C", "H", "H", "H", "S", "H", "H", "N"], "coordinates": [[0.4145, 1.4590, 0.7895], [0.5703, 1.3349, -0.2354], [-1.9548, -1.0066, -0.1830], [2.3352, -0.0134, 1.3597], [1.5192, 1.9743, -0.5816], [-0.4600, -0.8889, 0.1526], [-2.0015, -1.5526, -1.0203], [-0.1827, -1.8379, 0.0906], [-0.6433, -0.3937, 1.2102], [2.2956, -0.6456, 0.1855], [-0.3042, 1.7692, -0.9474], [-2.3637, -0.0824, -0.3159], [0.7755, -0.1162, -0.5046]], "forces_ev_per_a": [[-0.6, 0.7, 1.7], [0.9, 1.2, -4.7], [2.7, 1.2, -0.6], [-0.3, 0.2, 0.5], [-2.0, -1.6, 0.9], [-2.1, 4.9, 2.5], [-0.6, 0.0, -0.7], [1.6, -4.0, 0.6], [1.4, -1.3, -1.5], [-0.9, -0.2, -1.0], [1.7, -1.2, 2.0], [-0.1, -0.3, -0.2], [-1.8, 0.5, 0.7]], "nbo_charge": [0.174, -0.438, -0.809, 0.073, 0.217, -0.047, 0.354, 0.177, 0.148, 0.165, 0.204, 0.357, -0.577], "largest_force_ev_per_a": 5.88, "relative_energy_kj_mol": 204.1, "charge": 0, "energy_ev": -16016.680, "spin_multiplicity": 1, "mol_weight_g_mol": 92.17, "smiles": "CN(S)CN"}